C48H64BeN2O5 | ωB97M-V/def2-TZVPD

ORCA input file:
```
! wB97M-V def2-TZVPD RIJCOSX def2/J DEFGRID3
* xyz 0 1
Be -0.21 0.48 -0.63
C 1.46 2.02 -3.53
O 0.82 2.62 -2.42
C 1.37 2.65 -1.18
C 2.54 2.02 -0.75
C 3.41 1.04 -1.53
C 3.02 -0.40 -1.93
C 4.06 -1.11 -2.52
C 3.93 -2.41 -2.98
C 2.67 -2.99 -2.85
C 1.59 -2.33 -2.27
C 0.29 -3.15 -2.28
C -0.99 -2.72 -1.56
C -1.43 -3.59 -0.56
C -2.62 -3.44 0.15
C -3.32 -2.25 -0.07
C -2.91 -1.34 -1.03
C -3.71 -0.05 -1.21
C -3.31 1.09 -0.27
C -4.06 1.48 0.84
C -3.70 2.57 1.62
C -2.64 3.38 1.17
C -1.88 3.03 0.07
C -0.78 3.91 -0.55
C 0.65 3.47 -0.27
C 1.28 3.90 0.88
C 2.54 3.44 1.26
C 3.08 2.43 0.47
C 3.27 4.05 2.45
C 3.39 5.56 2.24
C 2.50 3.79 3.76
C 4.68 3.48 2.62
C -2.14 1.80 -0.55
O -1.24 1.30 -1.37
C -4.42 2.93 2.93
C -5.04 4.32 2.82
C -3.40 2.91 4.08
C -5.52 1.92 3.27
C -1.82 -1.64 -1.88
O -1.74 -0.83 -2.96
C -0.87 -1.09 -4.04
C -3.14 -4.56 1.04
C -3.45 -5.76 0.13
C -2.09 -4.99 2.08
C -4.42 -4.17 1.78
C 1.77 -1.03 -1.76
O 0.77 -0.42 -1.17
C 5.06 -3.20 -3.62
C 4.66 -3.58 -5.05
C 5.33 -4.47 -2.80
C 6.37 -2.40 -3.69
H 2.41 2.52 -3.75
H 0.79 2.17 -4.37
H 1.63 0.95 -3.39
H 4.33 0.93 -0.95
H 3.73 1.52 -2.46
H 5.01 -0.59 -2.63
H 2.50 -3.99 -3.22
H 0.55 -4.12 -1.85
H 0.06 -3.35 -3.32
H -0.83 -4.47 -0.36
H -4.21 -2.02 0.50
H -4.77 -0.26 -1.06
H -3.55 0.30 -2.22
H -4.93 0.89 1.08
H -2.41 4.30 1.69
H -0.91 4.94 -0.21
H -0.93 3.87 -1.63
H 0.78 4.67 1.47
H 4.00 1.96 0.78
H 2.41 6.03 2.16
H 3.94 5.78 1.32
H 3.92 6.02 3.08
H 1.55 4.31 3.76
H 3.09 4.14 4.61
H 2.32 2.72 3.88
H 5.28 3.62 1.71
H 4.65 2.41 2.85
H 5.19 3.98 3.44
H -4.28 5.08 2.64
H -5.58 4.58 3.73
H -5.74 4.35 1.98
H -2.59 3.62 3.89
H -2.97 1.91 4.19
H -3.88 3.19 5.02
H -6.31 1.93 2.52
H -5.96 2.17 4.23
H -5.12 0.91 3.33
H -1.09 -2.05 -4.51
H 0.18 -1.04 -3.76
H -1.08 -0.30 -4.76
H -2.55 -6.12 -0.37
H -4.17 -5.47 -0.64
H -3.88 -6.59 0.70
H -1.15 -5.25 1.61
H -2.46 -5.86 2.63
H -1.91 -4.19 2.79
H -5.22 -3.93 1.08
H -4.25 -3.31 2.42
H -4.75 -5.00 2.40
H 3.78 -4.23 -5.06
H 5.48 -4.12 -5.54
H 4.44 -2.69 -5.63
H 4.45 -5.10 -2.74
H 5.61 -4.20 -1.78
H 6.14 -5.04 -3.24
H 6.24 -1.49 -4.28
H 7.14 -3.01 -4.16
H 6.71 -2.13 -2.69
C -1.45 -1.85 2.03
N -1.23 -0.63 2.77
C -0.61 0.42 2.20
N -0.35 1.46 3.00
O -0.28 0.41 0.99
H -2.30 -2.38 2.45
H -0.57 -2.50 2.03
H -1.67 -1.58 1.00
H -1.30 -0.65 3.77
H -0.79 1.52 3.90
H 0.02 2.28 2.56
*
```

E_HOMO in Ha: -0.27001
Energy above the lowest of the compared OMol25 structures with the same formula, charge and spin in kJ/mol: 76.63
Orbital gap in eV: 7.59

These are the Löwdin partial charges, in e, on atoms 1 to 8: Be 0.137; C -0.036; O -0.076; C -0.194; C -0.098; C -0.074; C -0.116; C 0.003

C11H26Cl12FN2NbOPS | ωB97M-V/def2-TZVPD

ORCA input file:
```
! wB97M-V def2-TZVPD RIJCOSX def2/J DEFGRID3
* xyz -1 1
C -4.09 3.03 -0.89
C -3.07 2.09 -0.27
C -2.64 0.97 -1.22
N -1.67 0.08 -0.58
Nb -0.85 -0.18 1.26
S 0.64 1.80 1.17
C 0.07 -0.12 3.35
O 0.16 1.14 4.06
C -1.02 1.55 4.67
P 1.22 -1.74 0.63
N 0.88 -2.76 -0.57
C -1.60 -2.18 1.99
C -2.27 -3.11 0.99
F -0.63 -2.99 2.67
H -4.59 3.65 -0.15
H -3.62 3.71 -1.61
H -4.87 2.49 -1.44
H -2.17 2.62 0.04
H -3.48 1.62 0.63
H -2.24 1.40 -2.15
H -3.54 0.41 -1.53
H -0.89 -0.05 -1.23
H -2.14 0.48 2.34
H 0.86 1.81 -0.15
H -0.43 -0.84 4.03
H 1.11 -0.45 3.27
H -1.81 0.79 4.63
H -1.41 2.46 4.19
H -0.83 1.80 5.73
H 2.35 -0.95 0.29
H 1.81 -2.36 1.75
H -0.09 -2.67 -0.84
H -2.31 -1.91 2.78
H -2.89 -2.53 0.30
H -1.49 -3.61 0.41
H -2.89 -3.87 1.47
C -2.94 5.92 -4.53
Cl -4.20 6.21 -3.34
Cl -1.82 7.29 -4.60
Cl -2.08 4.42 -4.20
H -3.41 5.83 -5.50
C 4.02 -5.37 -0.80
Cl 5.29 -5.90 -1.94
Cl 4.31 -3.71 -0.29
Cl 2.43 -5.58 -1.47
H 4.12 -6.00 0.08
C 9.37 -7.11 -3.39
Cl 7.73 -6.92 -4.00
Cl 9.91 -5.65 -2.56
Cl 9.51 -8.52 -2.35
H 10.03 -7.27 -4.24
C -0.28 6.20 0.62
Cl -1.55 7.43 0.73
Cl -0.16 5.26 2.08
Cl -0.54 5.18 -0.80
H 0.65 6.72 0.47
*
```

E_HOMO in Ha: -0.16453
Orbital gap in eV: 6.37

These are the natural (NBO) partial charges, in e, on atoms 1 to 8: C -0.606; C -0.427; C -0.194; N -0.946; Nb 1.250; S -0.419; C -0.446; O -0.594

C35H26ClN3O2PPd | ωB97M-V/def2-TZVPD

ORCA input file:
```
! wB97M-V def2-TZVPD RIJCOSX def2/J DEFGRID3
* xyz 1 3
Pd -0.14 0.19 0.79
Cl -6.18 -2.58 -2.09
C -4.95 -1.95 -1.05
C -4.68 -2.59 0.17
C -3.69 -2.13 0.99
C -2.90 -1.00 0.65
O -1.98 -0.61 1.49
C -3.20 -0.35 -0.58
C -2.54 0.84 -1.01
N -1.46 1.33 -0.51
C -1.00 2.63 -0.81
C -1.52 3.49 -1.75
C -1.01 4.79 -1.90
C -0.01 5.26 -1.10
C 0.53 4.42 -0.10
C 1.53 4.85 0.80
C 2.00 3.99 1.75
C 1.48 2.69 1.80
N 0.56 2.26 0.97
C 0.05 3.11 0.03
C -4.24 -0.83 -1.40
H -5.26 -3.46 0.44
H -3.47 -2.62 1.93
H -3.04 1.36 -1.82
H -2.33 3.19 -2.39
H -1.44 5.43 -2.66
H 0.36 6.27 -1.21
H 1.92 5.86 0.72
H 2.76 4.29 2.46
H 1.85 1.96 2.51
H -4.46 -0.33 -2.33
O 2.71 -1.60 2.45
N 2.62 -0.32 1.97
C 2.81 -0.25 0.71
C 3.04 -1.38 -0.23
C 4.28 -1.50 -0.84
C 4.51 -2.50 -1.77
C 3.48 -3.37 -2.12
C 2.24 -3.24 -1.52
C 2.00 -2.26 -0.57
P 0.36 -2.10 0.21
C -0.76 -2.87 -0.99
C -1.33 -4.12 -0.79
C -2.15 -4.68 -1.76
C -2.41 -3.99 -2.93
C -1.84 -2.73 -3.14
C -1.02 -2.18 -2.17
C 0.40 -3.23 1.64
C 1.24 -4.34 1.62
C 1.26 -5.22 2.69
C 0.43 -4.99 3.79
C -0.40 -3.88 3.81
C -0.42 -3.00 2.73
H 2.50 -1.52 3.39
H 2.82 0.76 0.31
H 5.07 -0.81 -0.58
H 5.48 -2.59 -2.24
H 3.65 -4.14 -2.85
H 1.44 -3.91 -1.81
H -1.14 -4.67 0.13
H -2.59 -5.65 -1.59
H -3.05 -4.42 -3.68
H -2.04 -2.19 -4.05
H -0.59 -1.20 -2.33
H 1.90 -4.52 0.78
H 1.92 -6.08 2.68
H 0.45 -5.67 4.63
H -1.04 -3.70 4.66
H -1.08 -2.14 2.75
*
```

<S²>: 2.011
E_HOMO (alpha / beta) in Ha: -0.37236 / -0.37883
Energy above the lowest of the compared OMol25 structures with the same formula, charge and spin in kJ/mol: 0.00
Orbital gap (alpha / beta) in eV: 6.77 / 6.05

These are the natural (NBO) partial charges, in e, on atoms 1 to 8: Pd 0.948; Cl 0.018; C -0.091; C -0.149; C -0.274; C 0.391; O -0.702; C -0.178

C6H6N2O2 | ωB97M-V/def2-TZVPD

ORCA input file:
```
! wB97M-V def2-TZVPD RIJCOSX def2/J DEFGRID3
* xyz 0 1
C -0.24 -1.96 0.42
C 0.09 -1.17 1.68
C -0.37 0.09 1.93
C -1.67 0.13 -0.02
C 1.75 1.93 -2.29
C 2.46 0.98 -1.76
H -1.25 -1.58 -1.28
H 0.78 -1.50 2.34
H 0.08 1.03 2.54
H -1.31 1.87 0.95
H 1.16 2.88 -2.61
H 3.29 0.16 -1.96
N -1.35 -1.26 -0.24
N -1.38 0.66 1.22
O 0.11 -3.09 -0.03
O -2.14 0.84 -0.89
*
```

E_HOMO in Ha: -0.35340
Structure (SMILES): O=c1cc[nH]c(=O)[nH]1.C#C
Energy above the lowest of the compared OMol25 structures with the same formula, charge and spin in kJ/mol: 473.17
Orbital gap in eV: 9.82

These are the natural (NBO) partial charges, in e, on atoms 1 to 8: C 0.666; C -0.412; C 0.078; C 0.783; C -0.244; C -0.304; H 0.435; H 0.230

no.,E (eV)
1,-64439.23487
2,-191514.51375
3,-70566.73118
4,-13389.72258